(1)
This record from the OMol25 dataset describes a 8-piece molecular cluster, C36H67NO14S6 overall at a distorted geometry. The level of theory is ωB97M-V/def2-TZVPD.

Element x y z (Å)
O1 2.50 1.06 4.41
N1 1.57 1.32 3.65
O2 1.69 1.72 2.53
C1 0.25 1.10 4.26
C2 -0.85 1.76 3.78
C3 -2.09 1.69 4.39
C4 -2.30 0.83 5.42
C5 -1.16 0.18 5.97
C6 0.12 0.31 5.41
H1 -0.63 2.48 3.01
H2 -2.90 2.36 4.13
H3 -3.24 0.66 5.93
H4 -1.24 -0.50 6.81
H5 0.98 -0.17 5.84
O3 2.42 2.86 -1.95
S1 3.54 2.00 -2.29
O4 3.45 1.03 -3.36
C7 4.90 3.07 -2.87
C8 6.10 2.53 -2.11
C9 5.67 2.06 -0.67
C10 4.35 1.27 -0.88
H6 4.74 4.05 -2.41
H7 4.79 3.05 -3.95
H8 6.39 1.63 -2.64
H9 6.90 3.25 -2.28
H10 5.41 2.92 -0.05
H11 6.48 1.43 -0.32
H12 3.66 1.41 -0.06
H13 4.56 0.21 -1.04
O5 -3.70 0.57 -7.60
S2 -3.26 0.02 -6.28
O6 -3.51 -1.37 -5.94
C11 -1.60 0.63 -5.83
C12 -1.76 2.06 -5.74
C13 -3.02 2.30 -4.93
C14 -3.91 1.01 -4.88
H14 -1.03 0.08 -6.57
H15 -1.49 0.33 -4.79
H16 -0.83 2.49 -5.36
H17 -1.88 2.41 -6.76
H18 -3.59 3.09 -5.41
H19 -2.96 2.71 -3.92
H20 -4.99 0.97 -5.05
H21 -3.74 0.42 -3.98
O7 -5.19 4.69 -2.67
S3 -4.55 3.71 -1.77
O8 -4.38 2.34 -2.28
C15 -3.00 4.21 -0.86
C16 -3.44 4.40 0.66
C17 -4.56 3.32 0.90
C18 -5.58 3.51 -0.20
H22 -2.53 5.06 -1.36
H23 -2.33 3.36 -0.95
H24 -2.60 4.26 1.34
H25 -3.98 5.34 0.76
H26 -5.03 3.33 1.88
H27 -4.06 2.35 0.93
H28 -6.15 4.44 -0.12
H29 -6.39 2.80 -0.38
O9 1.45 -3.72 -2.19
S4 2.84 -3.87 -2.64
O10 3.94 -4.32 -1.74
C19 2.81 -4.77 -4.31
C20 3.57 -3.86 -5.27
C21 3.09 -2.42 -4.97
C22 3.16 -2.18 -3.43
H30 1.78 -4.64 -4.63
H31 2.92 -5.85 -4.23
H32 4.65 -3.98 -5.16
H33 3.38 -3.99 -6.34
H34 2.18 -2.06 -5.45
H35 3.84 -1.76 -5.42
H36 2.52 -1.42 -2.97
H37 4.19 -2.00 -3.11
O11 -6.92 -0.43 2.98
S5 -6.04 -0.95 4.05
O12 -5.58 0.03 5.05
C23 -6.64 -2.61 4.68
C24 -5.38 -3.59 4.73
C25 -4.47 -3.19 3.48
C26 -4.59 -1.70 3.05
H38 -7.33 -2.90 3.90
H39 -7.34 -2.65 5.51
H40 -4.89 -3.24 5.64
H41 -5.68 -4.60 4.99
H42 -4.78 -3.85 2.66
H43 -3.40 -3.31 3.66
H44 -4.80 -1.51 1.99
H45 -3.72 -1.08 3.26
O13 4.95 -2.42 1.49
S6 5.55 -2.46 2.87
O14 5.86 -3.76 3.45
C27 7.09 -1.47 2.81
C28 6.94 -0.33 3.89
C29 5.42 -0.07 4.11
C30 4.72 -1.43 4.18
H46 7.07 -1.08 1.79
H47 7.89 -2.19 2.91
H48 7.42 -0.62 4.83
H49 7.35 0.65 3.64
H50 5.08 0.62 3.34
H51 5.20 0.33 5.11
H52 3.63 -1.44 4.16
H53 5.09 -1.85 5.12
C31 1.29 -1.65 0.70
C32 0.92 -0.63 -0.26
C33 -0.33 0.19 0.07
C34 -1.52 -0.58 0.59
C35 -2.18 -1.60 -0.33
C36 -2.79 -1.02 -1.56
H54 1.38 -1.21 1.69
H55 2.27 -2.05 0.45
H56 0.66 -2.54 0.66
H57 1.73 0.10 -0.24
H58 0.89 -1.25 -1.17
H59 -0.70 0.79 -0.76
H60 -0.08 0.93 0.83
H61 -1.22 -1.12 1.49
H62 -2.18 0.20 0.97
H63 -1.39 -2.27 -0.68
H64 -2.91 -2.22 0.19
H65 -3.38 -0.16 -1.25
H66 -2.07 -0.67 -2.30
H67 -3.40 -1.75 -2.08

Summary:
Energy relative to the best compared isomer or geometry (same formula, charge and spin)   440.5 kJ/mol
SMILES string   O=[N+]([O-])c1ccccc1.O=S1(=O)CCCC1.O=S1(=O)CCCC1.O=S1(=O)CCCC1.O=S1(=O)CCCC1.O=S1(=O)CCCC1.O=S1(=O)CCCC1.CCCCCC
Lowest unoccupied orbital energy   -0.892 eV
HOMO   -9.39 eV

Atom charges from the Löwdin analysis, given in e for atoms 1 to 2: number 1, O, carries 0.06; number 2, N, carries -0.34

=====

(2)
This record from the OMol25 dataset describes C17H12N3NaO4S as an isolated structure. The level of theory is ωB97M-V/def2-TZVPD.

Element x y z (Å)
Na1 0.40 -0.13 -0.01
O1 -3.50 2.60 0.21
C1 -2.35 1.91 0.14
O2 -2.31 0.70 0.16
C2 -1.14 2.80 0.05
C3 -1.20 4.17 0.03
C4 0.01 4.86 -0.07
C5 1.20 4.15 -0.13
C6 1.16 2.76 -0.10
N1 0.00 2.11 -0.02
C7 2.47 1.93 -0.17
O3 3.49 2.59 -0.25
O4 2.32 0.67 -0.14
H1 -4.20 1.93 0.27
H2 -2.14 4.69 0.08
H3 0.02 5.94 -0.08
H4 2.16 4.62 -0.20
S1 1.82 -6.63 0.14
C8 1.05 -5.03 0.12
C9 0.65 -4.43 -1.06
C10 0.10 -3.16 -1.03
N2 -0.07 -2.46 0.10
C11 0.31 -3.05 1.24
C12 0.88 -4.31 1.30
C13 0.42 -7.70 0.00
C14 0.06 -8.26 -1.21
C15 -1.03 -9.12 -1.26
N3 -1.76 -9.46 -0.20
C16 -1.41 -8.92 0.96
C17 -0.34 -8.05 1.12
H5 0.77 -4.94 -2.01
H6 -0.20 -2.68 -1.95
H7 0.16 -2.49 2.15
H8 1.19 -4.72 2.25
H9 0.61 -8.03 -2.11
H10 -1.32 -9.57 -2.21
H11 -2.00 -9.19 1.83
H12 -0.10 -7.65 2.10

Summary:
Lowest unoccupied orbital energy   -0.290 eV
HOMO   -8.55 eV

Atom charges from the Löwdin analysis, given in e for atoms 1 to 2: number 1, Na, carries 0.51; number 2, O, carries 0.12